Here is C5H6O2 as an isolated structure from OMol25. Energies are from the ωB97M-V functional and the def2-TZVPD basis.

Structure (XYZ):
```
13
Properties=species:S:1:pos:R:3:nbo_charge:R:1
O 1.4349 0.9830 -1.9076 -0.56
C 0.6393 0.4208 -1.2013 0.44
C 0.8851 0.4848 0.5842 -0.56
C -0.4245 -0.0087 1.1721 -0.53
C -1.2148 -0.5982 -0.0081 0.54
O -2.3066 -1.1094 0.0990 -0.54
C -0.4639 -0.4402 -1.2691 -0.46
H 1.0250 1.5676 0.5872 0.27
H 1.8013 0.0404 0.9898 0.25
H -1.0203 0.7986 1.6073 0.25
H -0.3016 -0.7817 1.9362 0.24
H -0.8982 -0.7690 -2.2082 0.26
H 0.8443 -0.5881 -0.3817 0.40
```

Output
HOMO energy   -9.461 eV
E_LUMO   0.318 eV
Spin multiplicity   1
Net charge   0
Orbital gap   9.78 eV
Maximum force   0.47 eV Å⁻¹